No. 1
114
Properties=species:S:1:pos:R:3:forces:R:3:mulliken_charge:R:1 method="wB97M-V/def2-TZVPD" lumo_energy_ev="-5.02 / -4.95" spin_multiplicity=2 homo_lumo_gap_ev="7.038 / 6.503" homo_ev="-12.05 / -11.45" molar_mass_g_mol=876.90 charge=+2
V 0.06270 0.12253 -0.18953 0.3796 0.3827 0.1301 -0.046
N -1.36556 -0.94465 2.44293 0.1033 0.1385 -0.1288 0.576
P 0.05464 0.08498 2.38115 -0.1547 -0.1494 0.0283 0.754
C -0.33279 1.19594 3.76931 0.0460 -0.0326 0.0348 0.884
C -0.13231 2.56882 3.70005 -0.0014 0.0473 -0.0323 0.007
C -0.37509 3.36934 4.81018 -0.0002 -0.0149 0.0005 -0.929
C -0.81997 2.80437 5.99270 -0.0070 0.0029 0.0003 -0.560
C -1.00336 1.42845 6.07859 0.0043 0.0199 -0.0073 -0.964
C -0.74707 0.63034 4.97965 -0.0020 -0.0097 0.0280 -0.721
C 1.27045 -1.00956 3.19510 -0.0241 0.0098 0.0388 0.057
C 2.49172 -0.42982 3.53222 0.0182 -0.0069 0.0152 -0.762
C 3.46666 -1.17335 4.17549 0.0061 0.0072 -0.0010 -0.733
C 3.22822 -2.50322 4.49434 0.0094 -0.0382 0.0152 -0.765
C 2.01376 -3.08539 4.16778 -0.0050 0.0347 -0.0085 -0.698
C 1.03725 -2.34199 3.51710 0.0080 -0.0056 -0.0300 -0.036
C -1.53034 -1.81378 1.42724 -0.1047 0.0188 -0.0569 -0.559
C -2.50843 -2.89889 1.63354 0.0736 0.0775 -0.0264 -1.129
C -2.62111 -3.90845 0.77240 -0.0337 0.0239 0.0310 -1.472
C -1.76649 -3.99618 -0.43761 0.0396 -0.0313 -0.0374 0.204
C -0.97678 -2.68895 -0.69009 0.0218 0.1082 0.0192 -1.092
N -0.84566 -1.64598 0.32249 -0.1487 -0.8346 0.2735 1.729
H -1.84865 -1.13842 3.30827 0.0183 -0.0128 0.0081 0.398
H 0.22277 3.02950 2.79129 -0.0113 -0.0263 0.0107 0.322
H -0.21049 4.43619 4.74554 0.0013 0.0149 0.0043 0.482
H -1.00906 3.42913 6.85506 -0.0012 0.0038 0.0059 0.421
H -1.32388 0.97909 7.00851 -0.0015 -0.0036 0.0110 0.430
H -0.82691 -0.44625 5.09170 0.0001 -0.0034 -0.0244 0.290
H 2.67669 0.61515 3.31075 -0.0334 0.0116 0.0039 0.681
H 4.40967 -0.71320 4.43989 0.0094 0.0048 0.0039 0.505
H 3.98662 -3.08215 5.00423 0.0033 -0.0005 -0.0025 0.451
H 1.82092 -4.11912 4.42204 -0.0012 -0.0140 0.0079 0.514
H 0.09746 -2.82086 3.27074 -0.0155 0.0078 -0.0010 0.334
H -3.10772 -2.85516 2.53455 -0.0046 -0.0096 0.0078 0.646
H -3.33831 -4.69984 0.96129 -0.0001 -0.0201 -0.0067 0.463
H -1.16228 -4.90532 -0.40683 -0.0244 -0.0151 0.0100 0.548
H 0.02388 -2.90937 -1.06985 -0.0358 -0.0006 -0.0273 0.087
C 2.42962 0.36656 -3.39710 0.0023 0.0315 -0.0168 -0.885
C 1.33828 -0.68262 -3.62237 0.0208 0.0082 -0.0059 -1.071
P -0.20348 -0.33571 -2.68426 -0.0627 -0.0782 -0.1809 2.187
C -0.96737 0.96597 -3.71247 -0.0274 -0.0153 -0.0230 0.472
C -1.73153 0.65617 -4.83861 -0.0569 -0.0183 0.0420 -0.792
C -2.25390 1.66519 -5.63278 -0.0098 0.0356 -0.0050 -0.802
C -2.00965 2.99647 -5.31908 -0.0082 -0.0051 -0.0032 -0.831
C -1.24259 3.31520 -4.20856 0.0031 -0.0091 0.0072 -0.974
C -0.72943 2.30527 -3.40657 0.0525 0.0190 0.0043 0.414
C -1.16106 -1.86600 -3.03230 0.0560 0.0096 0.0350 -0.321
C -1.92821 -2.33229 -1.83655 0.0016 0.0463 -0.0102 0.486
C -2.52189 -3.76310 -1.79362 -0.0087 0.0127 0.0520 0.102
C -2.13089 -4.60815 -2.96424 0.0023 -0.0126 -0.0040 -1.407
C -1.44350 -4.11345 -3.99223 -0.0107 0.0401 -0.0015 -0.876
C -0.92136 -2.73630 -4.01663 0.0022 -0.0162 -0.0005 -0.049
C 3.37783 -0.03281 -2.27241 0.0324 0.0035 0.0763 -1.335
P 2.63337 -0.09492 -0.57295 -0.3445 0.2425 0.0005 2.118
C 3.62286 -1.39456 0.20186 0.0603 -0.0134 -0.0046 0.207
C 5.01914 -1.35503 0.18275 -0.0002 -0.0008 0.0222 -0.738
C 5.75251 -2.42234 0.67272 -0.0083 0.0285 -0.0034 -0.873
C 5.10024 -3.54480 1.16829 0.0085 -0.0211 0.0080 -0.762
C 3.71577 -3.59666 1.17989 -0.0145 0.0026 -0.0053 -0.791
C 2.97935 -2.52334 0.69759 -0.0021 -0.0084 0.0170 0.059
C 3.18981 1.50946 0.10194 0.1021 -0.0045 -0.0738 0.787
C 4.01048 1.64828 1.21910 -0.1009 -0.0134 0.0385 -0.753
C 4.38136 2.91010 1.66322 0.0002 0.0025 0.0021 -0.723
C 3.95024 4.04572 0.99237 0.0032 0.0125 0.0006 -0.809
C 3.14462 3.91824 -0.13039 -0.0154 -0.0203 0.0148 -0.714
C 2.76760 2.65837 -0.56961 -0.0149 0.0502 -0.0588 -0.479
H 1.99391 1.35293 -3.20748 -0.0238 -0.0378 -0.0414 0.281
H 3.01060 0.48026 -4.31340 0.0256 -0.0148 0.0090 0.493
H 1.69269 -1.66666 -3.30031 -0.0009 0.0037 -0.0303 0.631
H 1.08625 -0.76366 -4.68078 -0.0136 0.0469 0.0056 0.682
H -1.92837 -0.37741 -5.09371 0.0155 -0.0082 -0.0002 0.380
H -2.84485 1.41347 -6.50324 -0.0043 -0.0064 -0.0095 0.490
H -2.41183 3.78236 -5.94413 -0.0037 0.0081 -0.0072 0.424
H -1.04458 4.34987 -3.96174 0.0038 0.0089 -0.0007 0.517
H -0.15137 2.56792 -2.52863 0.0036 -0.0089 0.0089 0.069
H -2.65407 -1.59552 -1.48812 0.0009 -0.0219 -0.0037 -1.331
H -3.60763 -3.79345 -1.67082 -0.0103 -0.0062 -0.0358 0.636
H -2.47254 -5.63609 -2.98408 0.0078 -0.0173 0.0162 0.458
H -1.21795 -4.74616 -4.84023 0.0083 -0.0098 -0.0072 0.463
H -0.26769 -2.47962 -4.84071 0.0009 0.0037 -0.0167 0.438
H 4.22490 0.65400 -2.21496 0.0034 -0.0277 -0.0350 0.668
H 3.78186 -1.02795 -2.47397 -0.0181 0.0112 -0.0030 0.582
H 5.53831 -0.49383 -0.22005 -0.0057 0.0358 0.0021 0.475
H 6.83339 -2.38485 0.65767 0.0071 -0.0022 0.0003 0.485
H 5.67694 -4.38171 1.53883 -0.0005 -0.0070 0.0097 0.443
H 3.20878 -4.47178 1.56379 -0.0075 -0.0071 0.0023 0.492
H 1.89564 -2.56050 0.71264 -0.0103 0.0088 -0.0002 0.137
H 4.36078 0.77330 1.74832 0.0475 -0.0570 -0.0286 0.576
H 5.02207 3.00512 2.53001 0.0084 0.0003 0.0048 0.493
H 4.25450 5.02572 1.33443 -0.0015 0.0057 0.0057 0.442
H 2.81457 4.79718 -0.66855 0.0028 0.0076 -0.0042 0.516
H 2.14126 2.57582 -1.45287 0.0161 0.0005 0.0455 -0.186
C -4.34017 0.28583 0.62417 -0.0108 0.0524 -0.0736 -0.624
N -4.61667 0.99587 -0.65667 0.0095 -0.0043 0.0210 0.123
C -5.63443 0.28053 -1.47506 0.0638 0.0522 0.0400 -0.734
C -3.33723 1.23817 -1.43842 -0.0573 -0.0833 0.0541 -0.077
C -2.45690 2.22273 -0.73031 0.0406 -0.0853 -0.0513 1.075
C -2.90724 3.53990 -0.70018 0.0423 0.0673 -0.0047 -0.564
C -2.14384 4.54175 -0.11991 -0.0078 -0.0307 0.0011 -1.333
C -0.91389 4.20469 0.41829 -0.0032 0.0123 -0.0184 -0.932
C -0.49278 2.88008 0.39124 0.1440 -0.0272 -0.1098 0.432
C -1.22446 1.82826 -0.17653 -0.0979 0.1778 0.0647 0.078
H -5.25095 0.26334 1.21755 0.0146 -0.0144 0.0164 0.462
H -3.54509 0.81316 1.14617 0.0010 -0.0239 0.0176 0.282
H -4.02468 -0.72717 0.37884 0.0033 -0.0127 0.0230 0.284
H -4.98304 1.91975 -0.41794 0.0178 0.0010 -0.0080 0.489
H -5.19473 -0.65456 -1.81579 -0.0273 -0.0112 -0.0043 0.255
H -5.89478 0.90127 -2.32828 -0.0193 -0.0319 -0.0152 0.367
H -6.51157 0.08435 -0.86391 -0.0176 -0.0026 -0.0275 0.362
H -3.64263 1.58272 -2.42786 0.0083 0.0341 0.0158 0.655
H -2.85801 0.26684 -1.53221 0.0105 0.0598 -0.0344 -1.506
H -3.84545 3.81216 -1.17857 -0.0193 -0.0183 -0.0129 0.469
H -2.49535 5.56433 -0.10876 -0.0028 0.0077 -0.0010 0.450
H -0.28488 4.96855 0.85936 0.0086 0.0020 0.0030 0.558
H 0.48381 2.66584 0.81768 0.0538 -0.0237 -0.0035 0.509



No. 2
120
Properties=species:S:1:pos:R:3:forces:R:3:mulliken_charge:R:1 method="wB97M-V/def2-TZVPD" lumo_energy_ev="-1.46 / -3.23" spin_multiplicity=4 homo_lumo_gap_ev="6.792 / 6.395" homo_ev="-8.25 / -9.62" molar_mass_g_mol=1201.82 charge=+1
Re -0.61932 0.31831 0.78291 -0.4943 -0.7161 0.6301 2.712
C 2.23437 -1.42235 2.57601 0.0150 0.0531 0.0792 -1.169
C 1.43598 -0.36529 3.26156 -0.1685 0.1941 0.0025 0.280
C 1.58447 0.02959 4.59074 0.1063 -0.1155 0.0733 -1.234
C 0.65409 1.03099 4.80377 0.0779 -0.0161 0.1125 0.911
C 0.36975 1.80227 6.05290 0.0382 -0.0246 -0.1332 -1.423
N -0.00045 1.22188 3.65459 0.0762 0.1204 -0.1906 0.526
N 0.46927 0.38016 2.68671 0.0319 -0.0964 0.4379 0.756
B -1.25629 2.06159 3.37869 -0.0017 -0.1161 -0.0767 -1.134
N -2.41832 1.09036 3.06411 0.0162 0.0964 -0.1839 0.515
N -2.40675 0.28422 1.94966 -0.0276 -0.0684 0.3267 0.206
C -3.57372 -0.39002 1.93737 0.0202 0.1591 0.0567 0.812
C -3.98644 -1.35760 0.87787 -0.0693 0.0626 0.1255 -1.081
C -4.32613 -0.00219 3.04902 -0.1658 -0.1387 -0.0880 -1.710
C -3.56760 0.92943 3.73217 -0.0706 -0.0644 0.0913 1.060
C -3.89517 1.65976 4.99797 0.0841 -0.0080 -0.1514 -1.312
N -1.03309 2.95005 2.14485 0.0519 -0.0361 -0.0836 0.965
N -0.92836 2.39496 0.89825 0.1821 -0.0646 -0.2055 0.061
C -0.96638 3.40496 0.00806 -0.2362 0.0399 0.1527 0.876
C -0.92036 3.20972 -1.46937 0.0000 0.0927 0.1843 -1.151
C -1.08783 4.60834 0.70104 0.0574 0.0987 -0.2679 -1.628
C -1.11613 4.28205 2.04524 -0.0448 0.0708 0.0327 0.859
C -1.21728 5.18795 3.22910 0.0119 -0.0949 -0.0380 -1.616
H 3.29040 -1.15427 2.56150 0.0652 0.0208 0.0111 0.274
H 1.90591 -1.59360 1.55988 -0.0305 0.0043 -0.1692 -0.163
H 2.13358 -2.36238 3.12135 -0.0077 0.0241 -0.0322 0.411
H 2.27596 -0.37853 5.31379 -0.0584 0.0595 -0.0929 0.539
H 1.07611 1.50692 6.82488 0.0006 0.0004 0.0213 0.426
H -0.63892 1.61266 6.41885 -0.0105 -0.0106 0.0015 0.211
H 0.46717 2.87590 5.88584 -0.0019 -0.0323 -0.0037 0.228
H -1.52231 2.73850 4.32923 0.0334 -0.1124 -0.1183 -0.041
H -3.38215 -1.25002 -0.01382 0.0411 0.0095 -0.1386 -0.225
H -5.03564 -1.19215 0.62485 0.0635 0.0120 0.0003 0.452
H -3.88127 -2.38382 1.23393 -0.0087 0.0549 0.0129 0.218
H -5.31446 -0.35498 3.31370 0.1806 0.0607 -0.0569 0.534
H -4.85706 1.31725 5.37101 -0.0123 -0.0025 0.0069 0.369
H -3.95199 2.73823 4.83380 0.0029 -0.0798 0.0003 0.263
H -3.14139 1.47926 5.76652 -0.0444 -0.0004 -0.0409 0.213
H -1.24577 2.20892 -1.74381 -0.0106 -0.0148 -0.0048 -0.179
H 0.08885 3.36696 -1.85280 -0.0767 0.0512 0.0321 0.170
H -1.56886 3.94053 -1.95264 0.0032 -0.0131 0.0145 0.534
H -1.14257 5.59899 0.26853 0.0033 -0.1719 0.0928 0.538
H -1.18743 6.22178 2.89320 0.0006 0.0125 0.0066 0.450
H -0.38767 5.02252 3.91996 -0.0446 0.0085 -0.0523 0.228
H -2.14749 5.02945 3.77741 0.0341 -0.0008 -0.0293 0.247
C 0.45615 -3.14140 -1.51908 -0.0305 -0.3728 0.0875 -0.455
N 0.10734 -4.17824 -0.55365 0.1439 0.0126 -0.2824 0.720
C 0.27941 -5.53900 -0.78289 0.0249 0.3195 -0.1332 -0.356
C -0.13436 -6.17756 0.32288 -0.1309 0.0309 0.3422 -0.739
N -0.55003 -5.20012 1.21961 -0.1165 -0.3140 0.2944 0.190
C -1.10141 -5.44382 2.55073 0.0921 -0.0407 -0.1503 -0.855
C -0.39644 -3.97648 0.67626 0.1537 -0.1467 -0.4211 -0.192
Se -0.86391 -2.42073 1.58008 0.0691 0.6901 -0.0302 -0.217
H 0.04861 -3.39676 -2.49523 -0.0227 -0.0673 0.1112 0.615
H 1.53697 -3.06037 -1.59273 0.0346 -0.0815 0.0257 0.305
H 0.03536 -2.19535 -1.19795 -0.0731 0.0315 0.0937 -0.818
H 0.67800 -5.92073 -1.71161 -0.0786 0.1219 0.1493 0.531
H -0.17300 -7.23104 0.55686 -0.0179 0.1966 0.0080 0.422
H -1.07835 -6.51247 2.74327 0.0139 -0.0155 -0.0328 0.318
H -2.12560 -5.08420 2.60774 -0.0472 0.0196 -0.0530 0.325
H -0.51223 -4.92375 3.30194 0.0579 0.0240 -0.0113 0.313
C 5.70863 -1.90199 -0.65027 -0.0341 -0.0057 -0.0162 -0.807
C 4.56621 -2.10372 -1.41816 -0.0386 0.0823 0.0304 -0.483
C 3.48304 -1.24216 -1.28481 0.2109 0.0500 0.0650 -0.257
C 3.53543 -0.18065 -0.38216 -0.0312 -0.0595 0.0587 0.878
C 4.69160 0.03629 0.36089 -0.0494 -0.0224 -0.0170 -0.826
C 5.77517 -0.82688 0.22686 -0.0129 -0.0091 -0.0046 -0.699
Sb 1.81241 1.06762 -0.32869 0.3760 0.0765 -0.1760 -0.009
C 2.28700 1.92633 -2.22727 -0.0788 -0.0022 -0.0109 1.393
C 1.43702 1.93384 -3.32866 0.1671 -0.0858 -0.0765 -0.644
C 1.86646 2.47463 -4.53794 -0.0455 -0.0158 0.0308 -0.758
C 3.14044 3.01044 -4.64721 0.0759 0.0303 0.0357 -0.788
C 3.99573 3.00441 -3.54867 -0.0696 -0.0419 0.0569 -0.797
C 3.57335 2.46149 -2.34186 -0.1111 -0.0260 -0.1392 -0.889
C 2.43469 2.70820 0.87758 0.0076 0.0328 0.0431 1.410
C 2.26929 4.00496 0.39039 0.0955 -0.0195 0.1134 -0.459
C 2.56021 5.10084 1.19658 0.0222 -0.0393 0.0167 -0.845
C 3.01561 4.91031 2.49569 -0.0294 -0.0161 -0.0409 -0.830
C 3.18893 3.62072 2.98649 -0.0166 0.0099 -0.0742 -1.086
C 2.89920 2.52500 2.18211 -0.0674 0.0720 -0.0472 -0.470
H 6.55240 -2.57619 -0.74682 -0.0579 0.0625 -0.0041 0.388
H 4.52493 -2.92101 -2.12976 0.0045 0.0281 0.0439 0.477
H 2.60631 -1.37618 -1.91176 0.0869 0.0077 0.0189 0.348
H 4.75992 0.88306 1.03708 -0.0017 -0.0747 -0.0252 0.396
H 6.67615 -0.65637 0.80645 -0.0736 -0.0057 -0.0419 0.456
H 0.44169 1.51692 -3.26130 -0.0567 -0.0592 0.0145 0.604
H 1.19864 2.47723 -5.39241 0.0466 -0.0257 0.0618 0.472
H 3.47262 3.43484 -5.58891 -0.0318 -0.0447 0.0872 0.391
H 4.99397 3.41861 -3.63017 -0.0597 -0.0134 -0.0054 0.458
H 4.24847 2.45435 -1.49246 -0.0075 0.0044 -0.0361 0.351
H 1.92381 4.17126 -0.62488 0.0239 -0.0059 0.0584 0.376
H 2.43525 6.10478 0.80421 -0.0035 -0.0835 0.0403 0.448
H 3.24182 5.76592 3.12315 -0.0092 -0.0693 -0.0551 0.390
H 3.55371 3.46559 3.99542 -0.0126 -0.0006 -0.0394 0.491
H 3.03743 1.52859 2.58629 -0.0384 0.0377 0.0000 0.498
C -1.41476 -0.11896 -1.03962 0.2117 0.0904 -0.1908 -2.225
C -1.71655 -0.67103 -2.10072 -0.1381 -0.0488 -0.3668 1.159
C -2.03660 -1.43536 -3.23536 -0.0978 -0.0476 0.1566 0.144
C -3.39158 -2.04258 -3.25490 0.1452 0.0343 -0.0170 -0.198
C -4.51110 -1.27865 -2.90722 -0.0132 0.0399 0.0183 -0.188
C -5.77696 -1.84849 -2.86323 0.0320 0.0484 0.0236 -0.732
C -5.94930 -3.19670 -3.15495 0.0041 0.0288 0.0078 -0.486
C -4.84605 -3.96978 -3.49670 0.0536 0.0470 -0.0190 -0.888
C -3.58118 -3.39919 -3.54888 -0.0117 0.0301 -0.0109 -0.289
C -1.02850 -1.70523 -4.25163 -0.0702 0.0560 0.0905 0.229
C 0.32535 -1.40165 -4.00802 -0.0027 0.0350 -0.2402 1.319
C 1.30668 -1.65559 -4.95313 -0.0582 0.0566 0.1353 -0.991
C 0.96785 -2.22523 -6.17658 0.0356 0.0093 -0.0098 -0.794
C -0.36364 -2.52587 -6.44103 -0.0844 -0.0009 0.0431 -0.795
C -1.35005 -2.26955 -5.50012 0.0504 0.0532 -0.0103 -0.678
H -4.37601 -0.22296 -2.68830 -0.0271 -0.1187 0.0194 0.441
H -6.63623 -1.23652 -2.60349 0.1197 -0.0635 -0.0363 0.444
H -6.93819 -3.64119 -3.11765 0.0949 0.0392 -0.0111 0.415
H -4.97215 -5.02224 -3.72545 0.0243 0.0647 0.0260 0.417
H -2.72338 -4.01215 -3.80354 -0.0417 0.0148 0.0015 0.468
H 0.58517 -0.97330 -3.04849 0.0664 0.1297 -0.0220 -0.221
H 2.34166 -1.40652 -4.73535 -0.0932 -0.0035 -0.0209 0.538
H 1.73226 -2.42227 -6.92039 -0.0710 0.0117 0.0715 0.418
H -0.63744 -2.95673 -7.39729 -0.0047 0.0326 0.0528 0.422
H -2.38469 -2.47855 -5.73747 0.0110 -0.0226 -0.0031 0.610